DFT (wB97M-V/def2-TZVPD) results for the molecule C4H6N2 at a distorted geometry.

Summary:
Energy relative to the best compared isomer or geometry (same formula, charge and spin) = 9.7 kcal/mol
Lowest unoccupied orbital energy = 0.96 eV
DFT total energy = -265.52004 a.u.
Charge = 0
HOMO energy = -8.46 eV

```
12
Properties=species:S:1:pos:R:3:nbo_charge:R:1
C -1.448 0.723 -1.062 -0.640
C -0.264 0.211 -0.274 0.116
C -0.279 -0.588 0.848 -0.149
N 1.041 -0.936 1.017 -0.515
C 1.784 -0.219 0.139 0.166
N 1.014 0.476 -0.656 -0.469
H -1.824 1.632 -0.594 0.218
H -2.235 -0.023 -1.105 0.217
H -1.051 0.896 -2.060 0.233
H -0.988 -0.583 1.654 0.218
H 1.396 -1.416 1.829 0.410
H 2.853 -0.173 0.265 0.194
```

DFT (wB97M-V/def2-TZVPD) results for the molecule C4H6N2 at a distorted geometry.

Summary:
Energy relative to the best compared isomer or geometry (same formula, charge and spin) = 85.4 kcal/mol
Lowest unoccupied orbital energy = 0.51 eV
DFT total energy = -265.39943 a.u.
Charge = 0
HOMO energy = -7.89 eV

```
12
Properties=species:S:1:pos:R:3:nbo_charge:R:1
C 0.413 -0.998 -0.408 -0.291
C -0.529 -1.034 0.591 -0.024
N -0.930 0.164 1.049 -0.609
C -0.493 1.295 0.376 0.246
N 0.357 1.438 -0.563 -0.404
C 1.052 0.194 -0.817 -0.331
H 0.986 -2.010 -0.302 0.215
H -0.818 -2.074 0.754 0.231
H -2.183 0.137 1.228 0.374
H -0.958 2.181 0.744 0.173
H 0.882 0.348 -1.913 0.213
H 2.222 0.359 -0.739 0.206
```

DFT (wB97M-V/def2-TZVPD) results for the molecule C4H6N2 at a distorted geometry.

Summary:
Energy relative to the best compared isomer or geometry (same formula, charge and spin) = 62.6 kcal/mol
Lowest unoccupied orbital energy = 0.83 eV
DFT total energy = -265.43578 a.u.
Charge = 0
HOMO energy = -10.22 eV

```
12
Properties=species:S:1:pos:R:3:nbo_charge:R:1
N 3.128 -1.062 0.639 -0.334
C 1.974 -1.091 0.536 0.252
C 0.702 -0.858 -0.133 -0.524
C -0.255 0.225 0.415 -0.089
C -1.023 1.071 -0.529 -0.252
N -1.700 0.027 0.228 -0.583
H 1.487 -0.562 -0.918 0.292
H 0.136 -1.744 -0.459 0.269
H 0.035 0.698 1.353 0.210
H -0.940 0.864 -1.593 0.199
H -1.188 2.116 -0.275 0.199
H -2.242 0.436 0.991 0.360
```

DFT (wB97M-V/def2-TZVPD) results for a 2-piece molecular cluster, C4H6N2 overall at a distorted geometry.

Summary:
Energy relative to the best compared isomer or geometry (same formula, charge and spin) = 48.1 kcal/mol
Lowest unoccupied orbital energy = 0.67 eV
DFT total energy = -265.45885 a.u.
Charge = 0
HOMO energy = -10.08 eV

```
12
Properties=species:S:1:pos:R:3:nbo_charge:R:1
C -1.027 1.305 0.574 -0.257
C -1.802 0.224 0.497 -0.352
C -1.800 -0.620 -0.667 0.262
N -1.791 -1.308 -1.600 -0.327
H -0.351 1.588 -0.225 0.225
H -1.028 1.921 1.468 0.206
H -2.453 -0.081 1.310 0.239
C 1.823 -0.792 -0.536 -0.037
N 1.895 0.249 0.185 -0.614
H 0.993 -0.896 -1.239 0.174
H 2.541 -1.621 -0.509 0.149
H 2.713 0.206 0.797 0.333
```

DFT (wB97M-V/def2-TZVPD) results for the molecule C4H6N2 at a distorted geometry.

Summary:
Energy relative to the best compared isomer or geometry (same formula, charge and spin) = 65.3 kcal/mol
Lowest unoccupied orbital energy = 0.71 eV
DFT total energy = -265.43147 a.u.
Charge = 0
HOMO energy = -9.99 eV

```
12
Properties=species:S:1:pos:R:3:nbo_charge:R:1
C 1.431 -0.148 0.227 -0.610
C -0.028 0.196 0.130 0.217
C -1.062 -0.754 -0.339 -0.270
N -0.990 -0.317 1.067 -0.573
C -0.222 2.000 -1.378 0.361
N -0.202 1.568 -0.274 -0.573
H 1.915 -0.132 -0.759 0.222
H 1.518 -1.147 0.647 0.227
H 1.940 0.573 0.870 0.224
H -1.878 -0.427 -0.984 0.209
H -0.793 -1.796 -0.471 0.203
H -1.666 0.425 1.225 0.362
```

DFT (wB97M-V/def2-TZVPD) results for a 2-piece molecular cluster, C4H6N2 overall at a distorted geometry.

Summary:
Energy relative to the best compared isomer or geometry (same formula, charge and spin) = 127.7 kcal/mol
Lowest unoccupied orbital energy (alpha / beta) = 0.35 / -0.82 eV
DFT total energy = -265.33205 a.u.
Charge = 0
HOMO energy (alpha / beta) = -7.96 / -6.71 eV

```
12
Properties=species:S:1:pos:R:3:nbo_charge:R:1
C -0.904 -1.438 0.142 0.223
C 1.040 -0.065 -1.405 0.254
C -0.811 0.803 0.974 -0.643
C -0.370 -0.564 1.052 -0.366
N -1.214 -2.073 -0.755 -0.419
N 2.070 0.530 -1.436 -0.588
H 0.302 -0.793 -1.498 0.246
H -0.024 1.559 1.257 0.220
H -1.232 1.137 -0.077 0.217
H -1.608 0.998 1.784 0.209
H -0.075 -0.947 2.105 0.234
H 2.825 0.854 -2.142 0.413
```